Record 1
Computed, not measured: 7 unconnected molecules or ions with the total composition H14O7 in a non-equilibrium geometry, with ωB97M-V/def2-TZVPD.

Properties
HOMO energy (spin up / spin down) (eV): 0.16 / -7.50
<S²>: 0.7504
Spin multiplicity: 2
Charge: -1

Last columns: bonded neighbours and bond lengths (Å).
Positions of all 21 atoms, in Å:
1 O 10.3995 -28.1175 -12.8211  H2 0.957, H3 0.957
2 H 9.6550 -28.6462 -13.1083  O1 0.957
3 H 10.1282 -27.2137 -12.9816  O1 0.957
4 O 7.3256 -27.4692 -15.2428  H5 0.957, H6 0.957
5 H 7.7456 -28.2883 -14.9799  O4 0.957
6 H 6.3915 -27.6764 -15.2698  O4 0.957
7 O 7.5369 -26.3337 -17.7007  H8 0.957, H9 0.957
8 H 7.7708 -25.4077 -17.6368  O7 0.957
9 H 7.5744 -26.6535 -16.7993  O7 0.957
10 O 4.6901 -25.5026 -14.3086  H11 0.957, H12 0.957
11 H 4.1671 -25.0770 -14.9879  O10 0.957
12 H 4.5945 -26.4388 -14.4834  O10 0.957
13 O 8.3456 -29.8718 -13.8959  H14 0.957, H15 0.957
14 H 8.6804 -30.1818 -14.7373  O13 0.957
15 H 8.1455 -30.6708 -13.4082  O13 0.957
16 O 4.4604 -28.1024 -15.4595  H17 0.957, H18 0.957
17 H 4.7544 -29.0128 -15.4297  O16 0.957
18 H 3.9758 -28.0335 -16.2821  O16 0.957
19 O 9.1009 -25.7807 -13.5689  H20 0.957, H21 0.957
20 H 8.3389 -26.1985 -13.9703  O19 0.957
21 H 8.8083 -24.8921 -13.3663  O19 0.957


Record 2
Computed, not measured: a gas-phase ion, C8H10N3O (charge +1) in a non-equilibrium geometry, with ωB97M-V/def2-TZVPD.

Properties
HOMO energy (eV): -12.97
Spin multiplicity: 1
SMILES: Cc1[nH+]n2c(C)c[nH]c2c1C=O
Charge: +1

Last columns: bonded neighbours and bond lengths (Å).
Positions of all 22 atoms, in Å:
1 C 1.4861 -2.5904 -0.8062  C2 1.455, H13 1.081, H14 1.126, H15 1.018
2 C 0.7054 -1.3818 -0.5878  C1 1.455, N3 1.428, C10 1.381
3 N 0.7325 -0.7012 0.6677  C2 1.428, N4 1.370, H16 1.002
4 N -0.0143 0.4442 0.5884  N3 1.370, C5 1.371, C9 1.342
5 C -0.5273 1.4193 1.4039  N4 1.371, C6 1.463, C7 1.372
6 C -0.1916 1.4779 2.8264  C5 1.463, H17 1.122, H18 1.127, H19 1.032
7 C -1.3121 2.1589 0.5561  C5 1.372, N8 1.416, H20 1.048
8 N -1.3713 1.5787 -0.7342  C7 1.416, C9 1.359, H21 0.971
9 C -0.4861 0.5503 -0.6638  N4 1.342, N8 1.359, C10 1.455
10 C -0.0309 -0.5884 -1.4462  C2 1.381, C9 1.455, C11 1.482
11 C -0.4427 -0.6473 -2.8683  C10 1.482, O12 1.187, H22 1.082
12 O -1.0695 0.2097 -3.4002  C11 1.187
13 H 1.9084 -2.9537 0.1202  C1 1.081
14 H 2.3335 -2.5625 -1.5477  C1 1.126
15 H 0.9441 -3.3877 -1.1318  C1 1.018
16 H 1.1421 -1.0533 1.5115  N3 1.002
17 H 0.7985 1.9628 3.0359  C6 1.122
18 H -0.8767 2.1046 3.4644  C6 1.127
19 H -0.0647 0.5942 3.3441  C6 1.032
20 H -1.7823 3.0867 0.6841  C7 1.048
21 H -1.7073 1.8263 -1.6110  N8 0.971
22 H -0.1737 -1.5472 -3.4057  C11 1.082


Record 3
Computed, not measured: a single C2H4N2S2 molecule in a non-equilibrium geometry, with ωB97M-V/def2-TZVPD.

Properties
HOMO energy (eV): -8.90
Spin multiplicity: 1
SMILES: [H]/N=C(/N)SC=S

Last columns: bonded neighbours and bond lengths (Å).
Positions of all 10 atoms, in Å:
1 H -1.6242 -2.0002 -0.3467  N2 1.011
2 N -1.8619 -1.0211 -0.4341  H1 1.011, C3 1.255
3 C -0.9266 -0.3183 0.0202  N2 1.255, N4 1.361, S5 1.810
4 N -0.9114 1.0214 0.2597  C3 1.361, H8 0.982, H9 0.993
5 S 0.6352 -1.1216 0.4561  C3 1.810, C6 1.718
6 C 1.8175 -0.0417 -0.1653  S5 1.718, S7 1.645, H10 1.089
7 S 3.4383 -0.2949 -0.0455  C6 1.645
8 H -0.3788 1.3448 1.0184  N4 0.982
9 H -1.6580 1.5922 -0.0596  N4 0.993
10 H 1.4699 0.8394 -0.7033  C6 1.089


Relative energy (zero: lowest compared OMol25 entry of this formula, charge and spin) values, unit kJ/mol, following the record order: 0.4; 97.2; 125.3.